(1)
Density functional theory data (the ωB97M-V functional and the def2-TZVPD basis) for 8 unconnected molecules or ions with the total composition C72H74F20N3O2S2 in a non-equilibrium geometry.

Geometry as XYZ:
```
173
Properties=species:S:1:pos:R:3:forces:R:3:mulliken_charge:R:1
C 2.060 1.058 0.323 -0.359 -0.095 -0.159 -1.605
C 1.273 1.413 1.538 -0.174 0.163 0.338 0.587
C 1.566 2.507 2.338 -0.105 -0.238 -0.093 -1.243
C 0.794 2.786 3.455 0.070 0.031 -0.261 -0.385
C -0.291 2.003 3.811 -0.142 0.138 0.120 0.194
C -1.165 2.299 5.007 -0.164 -0.228 0.242 1.625
C -0.561 3.281 6.000 0.707 -0.159 -0.552 -2.240
C -2.577 2.701 4.588 -0.096 0.118 0.496 -0.212
C -0.590 0.914 2.991 0.213 0.552 0.604 0.054
O -1.729 0.202 3.376 0.163 -0.185 -0.652 0.255
C -1.713 -1.186 3.416 -0.065 0.193 0.291 -1.876
N -2.986 -1.667 2.812 0.254 0.239 -0.037 1.687
C -4.040 -1.372 3.465 0.035 0.501 0.119 -0.675
C -5.281 -1.769 2.797 0.758 0.337 -0.357 -1.250
C -4.752 -2.621 1.622 -1.724 0.385 0.078 -0.904
C -3.232 -2.450 1.530 0.500 -0.580 0.893 0.680
C -2.678 -1.692 0.316 -0.640 -0.012 -0.104 -0.639
C -3.584 -1.748 -0.939 0.785 0.454 -0.180 -1.298
C -3.992 -0.351 -1.443 -0.084 -0.105 -0.637 -1.357
C -3.424 -0.084 -2.842 0.329 -0.181 0.263 -1.222
C -1.915 0.085 -2.895 0.176 0.155 -0.372 -0.125
C -1.435 0.197 -4.356 0.571 0.019 0.126 -0.535
C -0.208 -0.662 -4.685 0.013 -0.106 -0.113 -0.685
S 0.992 0.251 -5.703 0.003 0.617 -0.307 -0.222
C 2.460 -0.408 -5.076 -0.367 -0.844 0.427 0.585
N 2.565 -1.514 -4.413 0.081 0.068 -0.006 -0.135
N 3.906 -1.624 -4.075 0.169 0.024 0.020 -0.654
C 4.495 -0.597 -4.569 -0.324 -0.939 0.555 -0.243
O 3.637 0.223 -5.216 0.264 0.688 -0.151 -0.158
C -2.561 -3.804 1.848 -0.459 -0.079 -0.401 -0.946
C -2.508 -4.819 0.705 0.149 0.478 0.364 -2.134
C -1.256 -4.755 -0.176 -1.116 -0.065 -0.472 1.141
F -1.620 -4.198 -1.365 0.114 0.052 -0.316 -0.339
F -0.288 -3.962 0.307 0.467 0.060 0.149 -0.262
C -0.726 -6.160 -0.543 -0.190 0.214 -0.099 0.340
F -1.792 -6.808 -1.054 -0.332 -0.279 0.010 -0.318
F 0.153 -6.068 -1.534 0.653 0.121 0.096 -0.309
C -0.180 -7.060 0.627 -0.271 0.119 -0.386 0.672
F 0.648 -7.967 0.124 0.450 -0.094 -0.193 -0.255
F -1.238 -7.742 1.103 -0.425 0.104 0.356 -0.288
C 0.458 -6.393 1.879 0.862 -0.641 0.440 0.282
F -0.296 -5.403 2.347 -0.360 0.173 0.096 -0.058
F 0.461 -7.339 2.820 -0.002 -0.318 0.175 -0.317
S 2.263 -5.808 1.753 -0.157 0.200 0.601 1.483
F 2.154 -5.770 0.188 0.001 0.073 -0.400 -0.328
F 1.818 -4.297 1.845 -0.062 0.327 -0.283 -0.298
F 2.353 -5.821 3.334 0.048 0.026 0.181 -0.319
F 2.730 -7.302 1.732 0.087 -0.362 -0.318 -0.294
F 3.747 -5.344 1.654 0.209 0.010 0.056 -0.305
C 0.173 0.632 1.883 -0.183 -0.445 -0.096 -0.370
H 2.417 1.947 -0.186 0.274 0.021 -0.044 0.413
H 1.404 0.521 -0.351 -0.057 -0.078 -0.364 0.197
H 2.868 0.376 0.554 0.403 0.054 0.068 0.313
H 2.391 3.158 2.098 0.154 0.033 -0.097 0.458
H 1.063 3.656 4.026 -0.079 0.129 0.286 0.438
H -1.268 1.355 5.545 0.003 -0.178 0.065 -0.164
H -0.572 4.295 5.609 -0.234 0.251 0.132 0.343
H -1.036 3.212 6.970 -0.324 0.181 0.081 0.476
H 0.488 3.033 6.145 0.168 -0.034 0.186 0.518
H -3.099 3.114 5.447 -0.042 0.160 0.189 0.009
H -2.598 3.464 3.817 0.089 0.034 -0.219 0.241
H -3.147 1.832 4.302 -0.116 -0.047 -0.428 -0.119
H -1.787 -1.476 4.462 0.145 -0.091 -0.006 0.354
H -0.825 -1.657 3.011 -0.005 0.015 -0.598 0.882
H -3.924 -0.815 4.384 -0.448 0.350 -0.502 0.907
H -5.682 -0.806 2.471 -0.399 0.007 -0.114 0.342
H -6.016 -2.251 3.425 -0.081 -0.050 0.264 0.468
H -5.352 -2.331 0.767 0.451 0.110 -0.311 0.530
H -5.081 -3.635 1.813 0.452 -0.423 -0.007 0.458
H -1.683 -2.040 0.066 0.193 -0.193 0.089 -0.048
H -2.555 -0.652 0.598 -0.028 0.225 0.118 0.837
H -4.434 -2.407 -0.814 -0.065 0.000 -0.018 1.034
H -2.999 -2.177 -1.742 0.111 -0.358 -0.081 0.438
H -3.635 0.419 -0.763 -0.104 0.172 0.125 0.443
H -5.071 -0.256 -1.538 -0.221 0.004 0.301 0.361
H -3.898 0.783 -3.295 -0.123 0.136 -0.057 0.491
H -3.627 -0.943 -3.479 -0.421 -0.102 -0.122 0.473
H -1.604 0.980 -2.358 -0.007 0.060 0.193 0.163
H -1.409 -0.754 -2.417 -0.041 -0.189 0.113 0.025
H -1.176 1.231 -4.565 -0.153 0.244 -0.063 0.566
H -2.213 -0.078 -5.052 -0.330 0.046 0.027 0.216
H 0.334 -0.994 -3.813 0.099 -0.003 0.300 0.435
H -0.487 -1.548 -5.243 -0.057 -0.203 -0.024 0.385
H 5.545 -0.414 -4.465 0.166 0.529 -0.310 0.589
H -1.595 -3.654 2.310 0.248 0.111 -0.314 0.541
H -3.182 -4.250 2.619 0.015 -0.096 0.156 0.809
H -3.372 -4.664 0.069 -0.054 -0.075 -0.349 0.624
H -2.629 -5.813 1.113 0.114 -0.187 0.111 0.652
H -0.078 -0.216 1.263 -0.067 -0.175 -0.178 0.160
F 7.312 2.496 -0.436 0.004 -0.003 -0.002 -0.346
C 7.954 2.265 -1.602 0.095 -0.084 -0.130 0.403
C 9.267 1.838 -1.571 0.096 -0.004 0.152 -0.456
C 9.918 1.600 -2.773 -0.093 0.048 -0.070 -0.379
C 9.257 1.797 -3.979 0.040 -0.022 -0.011 -0.676
C 7.939 2.232 -3.984 0.121 -0.138 0.063 -0.218
C 7.279 2.465 -2.787 -0.239 -0.126 0.034 -0.531
H 9.765 1.697 -0.622 -0.025 -0.003 0.008 0.456
H 10.945 1.260 -2.767 0.017 0.009 0.016 0.392
H 9.770 1.613 -4.913 0.004 0.005 -0.005 0.413
H 7.424 2.393 -4.921 -0.017 0.039 -0.004 0.525
H 6.251 2.800 -2.768 0.006 0.048 0.024 0.422
F 4.733 0.631 -11.768 0.002 0.015 -0.029 -0.322
C 4.644 0.050 -10.557 -0.008 -0.066 0.149 0.402
C 5.000 -1.277 -10.424 0.056 -0.101 -0.128 -0.446
C 4.910 -1.870 -9.174 -0.041 0.079 0.051 -0.576
C 4.461 -1.138 -8.083 -0.026 0.026 0.076 -0.230
C 4.105 0.196 -8.240 0.082 -0.168 -0.354 -0.012
C 4.199 0.799 -9.486 -0.042 0.137 0.001 -0.798
H 5.341 -1.830 -11.288 0.008 0.028 -0.012 0.429
H 5.190 -2.907 -9.052 -0.003 -0.014 -0.013 0.382
H 4.390 -1.613 -7.113 -0.011 -0.026 0.004 0.309
H 3.752 0.769 -7.402 -0.003 0.122 0.053 0.430
H 3.933 1.837 -9.632 -0.006 -0.008 -0.029 0.426
F -2.471 0.079 -7.247 -0.025 0.038 -0.127 -0.373
C -2.770 -1.168 -7.674 -0.007 -0.167 -0.071 0.405
C -1.848 -1.846 -8.444 0.192 0.066 -0.033 -0.390
C -2.155 -3.129 -8.873 -0.106 -0.003 0.055 -0.387
C -3.372 -3.706 -8.537 -0.003 -0.043 -0.010 -0.506
C -4.284 -3.002 -7.764 0.099 -0.017 -0.037 -0.466
C -3.984 -1.721 -7.322 -0.113 0.081 0.132 -0.348
H -0.908 -1.374 -8.699 -0.009 0.018 0.022 0.488
H -1.442 -3.678 -9.473 0.015 0.013 -0.017 0.373
H -3.608 -4.705 -8.878 -0.006 -0.003 -0.005 0.388
H -5.235 -3.449 -7.505 -0.014 0.005 0.013 0.373
H -4.678 -1.156 -6.713 0.005 0.032 -0.033 0.455
F -3.483 -2.206 5.573 0.008 -0.462 1.000 0.086
C -3.290 -3.539 5.761 0.105 -0.768 0.255 0.223
C -2.341 -4.182 4.998 0.217 0.225 -0.051 0.144
C -2.141 -5.543 5.177 -0.045 -0.049 0.045 -0.325
C -2.892 -6.241 6.111 -0.064 0.063 0.005 -0.943
C -3.843 -5.570 6.871 0.064 0.019 -0.103 -0.381
C -4.047 -4.207 6.700 -0.169 0.127 0.063 -0.903
H -1.765 -3.622 4.271 0.027 -0.183 0.321 0.227
H -1.397 -6.054 4.584 0.028 -0.018 0.006 0.526
H -2.738 -7.302 6.246 0.007 0.003 0.016 0.442
H -4.433 -6.111 7.599 -0.003 0.022 0.027 0.410
H -4.779 -3.668 7.286 -0.001 0.003 0.018 0.450
F -5.239 1.016 5.112 -0.081 -0.142 -0.080 -0.263
C -5.491 1.171 6.438 -0.065 0.080 0.324 0.474
C -5.495 2.443 6.971 0.035 0.157 -0.155 -0.443
C -5.756 2.595 8.324 -0.005 -0.126 0.022 -0.603
C -5.999 1.483 9.120 0.001 0.010 0.043 -0.532
C -5.987 0.214 8.560 0.011 0.093 0.001 -0.481
C -5.735 0.052 7.205 0.036 -0.159 -0.111 -0.300
H -5.300 3.296 6.334 -0.028 -0.011 -0.022 0.587
H -5.771 3.585 8.758 0.009 0.016 -0.014 0.398
H -6.199 1.607 10.175 -0.003 -0.004 0.004 0.396
H -6.173 -0.653 9.178 -0.021 -0.016 0.001 0.372
H -5.730 -0.930 6.748 0.004 0.010 -0.013 0.395
F 6.741 4.919 -4.125 -0.035 0.231 -0.034 -0.250
C 7.609 5.936 -3.914 0.091 0.134 -0.020 0.418
C 7.539 7.043 -4.734 -0.121 0.019 -0.135 -0.571
C 8.425 8.089 -4.520 0.046 -0.050 0.075 -0.359
C 9.365 8.011 -3.503 0.035 0.040 0.009 -0.555
C 9.419 6.885 -2.694 -0.046 0.061 -0.083 -0.492
C 8.532 5.836 -2.893 -0.004 -0.156 0.097 -0.015
H 6.803 7.081 -5.526 -0.011 -0.020 0.015 0.419
H 8.379 8.967 -5.151 -0.007 -0.001 -0.024 0.361
H 10.057 8.827 -3.342 0.006 0.001 0.003 0.377
H 10.154 6.820 -1.903 -0.005 -0.014 0.021 0.372
H 8.555 4.954 -2.269 0.000 -0.040 -0.020 0.289
F -3.369 5.834 4.365 -0.030 0.003 -0.006 -0.252
C -2.896 6.932 4.997 0.069 0.144 0.095 0.381
C -2.920 8.145 4.340 -0.064 0.018 -0.174 -0.531
C -2.435 9.267 4.996 0.032 -0.061 0.091 -0.364
C -1.930 9.161 6.284 0.017 0.043 0.015 -0.537
C -1.913 7.929 6.923 -0.021 0.058 -0.073 -0.488
C -2.403 6.802 6.279 0.001 -0.156 0.085 -0.186
H -3.312 8.204 3.333 -0.014 -0.021 0.008 0.422
H -2.453 10.227 4.498 0.001 0.002 -0.023 0.367
H -1.551 10.038 6.790 0.002 0.003 0.005 0.379
H -1.517 7.844 7.926 -0.010 -0.012 0.016 0.365
H -2.406 5.833 6.761 0.003 -0.007 -0.025 0.437
```
Positions in Å, forces in eV/Å.

HOMO-LUMO gap (eV): 7.66
Net charge: +1
HOMO level (eV): -10.290
Strongest force on any atom (eV/Å): 1.77
Calculated total energy (Ha): -5896.07996

=====

(2)
Density functional theory data (the ωB97M-V functional and the def2-TZVPD basis) for C4H9NSi in the gas phase in a non-equilibrium geometry.

Geometry as XYZ:
```
15
Properties=species:S:1:pos:R:3:forces:R:3:mulliken_charge:R:1
C 1.664 0.785 -0.183 3.172 -0.895 -1.271 -0.167
C 0.721 1.526 0.268 -2.750 -2.346 1.506 -0.317
C 1.370 -0.657 -0.401 -0.092 -1.308 0.394 -0.565
C 0.326 -1.049 0.583 -0.496 -0.818 1.844 -0.535
N -0.684 -0.029 0.623 2.503 2.444 -0.558 -0.202
Si -2.110 0.287 -0.243 -1.262 1.574 1.077 0.289
H 2.765 0.861 -0.501 -1.721 1.374 0.705 0.270
H 0.352 2.342 0.847 0.157 0.531 -0.377 0.427
H 0.904 -0.807 -1.342 -0.247 0.147 -1.424 0.284
H 2.220 -1.345 -0.383 0.228 0.418 0.148 0.397
H -0.047 -2.053 0.281 -0.186 0.527 0.227 0.295
H 0.748 -1.163 1.644 -0.336 0.098 -1.366 0.257
H -2.888 1.444 0.454 0.945 -0.493 -0.477 -0.119
H -3.055 -0.749 0.020 -0.503 -1.231 0.045 -0.171
H -2.285 0.608 -1.664 0.588 -0.020 -0.473 -0.142
```
Positions in Å, forces in eV/Å.

HOMO-LUMO gap (eV): 9.21
ΔE to the lowest compared entry with this formula, charge and spin (kcal per mole): 112.57
Net charge: 0
HOMO level (eV): -8.827
Strongest force on any atom (eV/Å): 3.92
Calculated total energy (Ha): -501.90151